9
Properties=species:S:1:pos:R:3:forces:R:3 method="wB97M-V/def2-TZVPD" de_lowest_kj_mol=202.5 e_homo_ev=-10.18 orbital_gap_ev=10.79 total_charge=0 max_force_ev_per_a=10.6
N -1.35297 -0.23929 -0.00102 -10.4739 0.4579 -1.8643
C -0.19235 0.20766 -0.12607 4.5877 4.1039 1.1872
O 0.17272 1.39716 -0.03292 -2.1615 -0.3624 -0.4599
N 0.72072 -0.77734 -0.07444 4.3431 0.2915 0.6361
O 1.93983 0.00924 -0.17487 1.3362 -1.4019 0.6171
H -1.69641 -0.98528 -0.68885 0.9526 1.2826 1.6521
H -2.03372 0.65761 -0.04511 1.6032 -2.9617 0.2975
H 0.73272 -1.17529 0.89223 -0.1591 0.1074 -1.1651
H 1.70946 0.90553 0.25105 -0.0282 -1.5174 -0.9008

---

15
Properties=species:S:1:pos:R:3:forces:R:3 method="wB97M-V/def2-TZVPD" de_lowest_kj_mol=723.7 e_homo_ev=-9.07 orbital_gap_ev=8.57 total_charge=0 max_force_ev_per_a=10.4
C -1.10364 -0.64153 0.20941 -3.9424 -0.4062 -4.8568
C -0.51155 0.84401 0.26785 -4.4008 -3.6225 -1.6013
C 0.66569 1.15131 0.87708 6.4741 1.5293 3.0146
C 1.47038 0.68281 -1.32049 7.8691 4.5411 5.0225
H 0.77129 -1.84340 0.35502 -4.2731 0.1384 0.6741
H -1.13795 -2.95457 0.75958 3.3986 4.8999 -1.5517
H -2.79586 -1.71072 -0.49571 1.7977 2.2234 0.2254
H -1.32336 1.53857 0.45191 -0.1471 -0.2453 -0.4281
H 0.62203 2.10198 1.36551 0.3305 0.2554 0.9155
H 1.59942 0.49466 1.28980 -2.7635 1.2334 -1.3389
H 1.07436 0.56307 -2.24427 -0.4465 -1.6177 -3.3213
N -0.37567 -1.78248 0.43998 1.1375 -3.6567 1.6464
N -2.33861 -0.70592 -0.44505 2.7138 -0.7242 3.1767
N 0.58282 1.43224 -0.56259 -0.2454 -2.4211 1.0674
O 2.80067 0.82999 -0.94803 -7.5025 -2.1272 -2.6445

---

10
Properties=species:S:1:pos:R:3:forces:R:3 method="wB97M-V/def2-TZVPD" de_lowest_kj_mol=560.9 e_homo_ev=-10.79 orbital_gap_ev=9.85 total_charge=0 max_force_ev_per_a=7.3
N -1.66202 0.68525 0.51046 2.9553 1.0846 1.9264
C -0.83589 0.31871 -0.62710 -4.3640 1.5891 -2.3754
O -1.20137 0.31947 -1.89064 2.1770 -0.1111 6.9652
C 0.51410 -0.10873 -0.10247 0.2582 -0.1587 -3.1463
N 0.84026 -0.93496 0.94337 1.0097 -1.6674 -0.4375
N 1.93531 -1.50809 0.70617 -0.3963 2.8452 -0.8198
O 2.47414 -0.83619 -0.54037 -2.6870 -0.0729 0.7100
N 1.44248 -0.04148 -1.01917 2.0246 -1.3981 1.7066
H -0.90151 0.86869 1.48808 -3.6830 -0.6235 -3.9560
H -2.60549 1.23734 0.53167 2.7057 -1.4872 -0.5731

---

6
Properties=species:S:1:pos:R:3:forces:R:3 method="wB97M-V/def2-TZVPD" de_lowest_kj_mol=300.7 e_homo_ev=-11.38 orbital_gap_ev=11.18 total_charge=0 max_force_ev_per_a=3.5
C -0.24862 1.38536 -1.05326 0.1999 -0.8917 2.3773
C 0.39611 -2.42994 1.76262 -0.3765 -0.4353 -0.4523
N -0.53834 1.72919 -2.09326 -0.5522 0.4993 -2.0602
O 0.06449 1.03667 0.17831 -2.2019 -1.5049 -1.8380
S -0.39707 -3.36250 0.83657 0.3806 0.4557 0.4459
H 0.72343 1.64122 0.36903 2.5502 1.8769 1.5273

---

53
Properties=species:S:1:pos:R:3:forces:R:3 method="wB97M-V/def2-TZVPD" e_homo_ev=-8.55 orbital_gap_ev=9.10 total_charge=0 max_force_ev_per_a=3.6
Ag -1.42143 1.10854 0.29145 0.6137 -0.5166 0.8829
Cl -3.09739 1.45148 -1.22139 -0.4286 0.0545 -0.4394
C 2.82730 1.75077 2.09137 -2.6125 1.5056 -0.3040
C 2.49090 1.39829 0.65980 0.0132 0.4887 -1.4764
C 2.36998 -0.10761 0.46800 0.5695 0.3103 -1.6417
O 2.38087 -0.90369 1.59918 -0.2923 0.0011 0.5403
C 3.33703 -1.90842 1.58725 1.5024 -0.1398 0.4365
N 1.16364 1.93947 0.21070 0.3407 1.8061 3.1207
H 1.93418 1.52511 2.68269 0.0386 -0.4102 0.0582
H 2.90787 2.81803 2.30634 0.6534 0.0510 -0.4368
H 3.59436 1.18190 2.50083 1.5892 -0.7980 0.5155
H 3.27996 1.68759 -0.10186 -0.5880 0.2780 1.1415
H 3.13949 -0.35387 -0.30831 -0.5447 -0.5822 0.8157
H 1.40464 -0.19073 0.03461 -0.8079 -0.6735 -0.8587
H 3.12779 -2.77574 0.94990 -0.3532 0.1907 -0.0791
H 3.42105 -2.24167 2.62556 0.1725 -0.1552 -0.2013
H 4.31595 -1.48366 1.25408 -0.4585 -0.4062 0.3162
H 0.86273 1.74384 -0.70642 0.2071 -0.1571 -1.4442
H 1.00772 2.94010 0.47449 0.3869 -1.2662 -0.7207
C 0.70264 1.74321 -5.70907 1.5881 -0.6293 1.2018
C -0.08240 1.06718 -4.54163 0.0568 1.6374 -0.4397
C 0.93953 0.44537 -3.58410 -1.6485 -0.2134 0.5179
O 0.42220 -0.22920 -2.38774 -0.4922 0.1891 -1.3358
C -0.50431 -1.31992 -2.68803 1.0619 0.6640 -0.5309
N -0.96577 2.06966 -3.89874 1.0935 -0.2341 -0.6098
H 1.45503 1.03477 -6.16500 -0.9147 0.5827 0.3374
H 1.29461 2.58728 -5.30939 -0.2828 -0.2519 -0.1036
H 0.07019 2.13456 -6.47552 -0.5804 0.0841 -0.4869
H -0.67622 0.31993 -5.03472 -0.3048 -0.8994 -0.0434
H 1.63521 1.18183 -3.24563 0.2471 0.7226 0.5255
H 1.50142 -0.19908 -4.21548 0.6320 -1.2471 -0.2890
H 0.00425 -2.24847 -2.46270 -0.0319 -0.3060 0.3947
H -0.71117 -1.36332 -3.75697 -0.1229 0.1482 -0.0250
H -1.44945 -1.21468 -2.16490 0.0759 0.1909 0.2777
H -1.57540 2.50327 -4.59368 0.1730 -0.2483 0.3023
H -1.53566 1.61075 -3.21258 -0.4931 -0.0167 0.4801
C -2.67501 0.68055 3.44205 0.4166 -0.4937 0.0983
C -1.55430 -0.38099 3.29426 -1.9066 -1.3625 2.1241
C -2.14174 -1.72947 2.75322 0.3352 0.5276 0.5900
O -3.12227 -2.24364 3.66950 1.6559 0.0147 -0.3194
C -3.73775 -3.45357 3.26928 -1.5942 0.3043 0.2586
N -0.60849 0.05536 2.34643 -0.0919 2.5874 -1.3833
H -3.38273 0.54174 4.26485 0.4414 -0.3413 0.0606
H -3.27293 0.61202 2.54008 -0.0731 0.4626 -0.3612
H -2.21613 1.66574 3.56554 -0.1659 0.0071 -0.2042
H -1.09716 -0.59031 4.30163 -0.3143 0.1390 -0.7390
H -1.28250 -2.39977 2.51258 -0.5418 -0.1523 0.6684
H -2.56467 -1.50832 1.77964 -0.5715 0.0867 -0.3425
H -4.44927 -3.73323 4.09735 1.1151 0.0020 -0.5495
H -3.06930 -4.30433 2.98779 -0.3127 0.8175 0.2653
H -4.44422 -3.17470 2.46894 0.4327 -0.5792 -0.3587
H 0.08405 -0.58052 2.12761 1.5345 -2.2163 -0.5989
H -0.03696 0.84060 2.62685 -0.4178 0.4425 0.3928